(1)
Density functional theory data (ωB97M-V with the def2-TZVPD basis set) for a structure of composition C7H7Br3F2O6 at a distorted geometry.

Structure (XYZ):
```
25
C7H7Br3F2O6, DFT ωB97M-V with the def2-TZVPD basis set
H 0.1153 -2.2821 1.9706
C 0.7492 -0.2816 1.4256
C 0.7625 0.6243 -0.9334
O 0.6509 2.0292 -2.8071
C 1.1779 0.8508 -2.3902
H 0.0517 -0.1995 -0.9983
H -2.4213 -2.3634 -1.4851
O -0.5229 -0.9184 3.1870
O 0.5571 0.1937 4.7913
F 0.2646 0.8224 0.8290
Br -3.1130 -1.0084 0.5330
O 1.2901 0.0995 2.6662
H 2.2169 1.1235 -2.5753
Br -1.8439 -0.0279 -2.4592
H 1.3592 -0.7596 0.6593
F 0.7484 -0.2420 -3.1239
C 0.4937 -0.1722 3.6344
H -1.1863 -1.1324 1.2527
H 1.5814 0.3094 -0.2866
O -0.5130 3.6458 -1.7872
C -0.0591 2.5398 -1.7993
C -1.9424 -1.4919 -1.0387
O -0.0190 1.8078 -0.6927
Br -0.1057 -1.8896 -0.4315
C -0.2925 -1.2774 1.8593
```

Computed properties:
DFT total energy ... -8643.8662 a.u.
HOMO level ... -10.37 eV
Strongest force on any atom ... 8.18 eV/A
Energy above the lowest of the compared OMol25 structures with the same formula, charge and spin ... 6.6313 eV


(2)
Density functional theory data (ωB97M-V with the def2-TZVPD basis set) for a structure of composition C2H2O2Pm at a distorted geometry.

Structure (XYZ):
```
7
C2H2O2Pm, DFT ωB97M-V with the def2-TZVPD basis set
O -0.6249 0.7812 0.6051
O 0.1157 -1.4022 -0.7197
C -1.5145 -0.0809 0.2913
Pm 1.4533 0.3711 -0.2313
H -1.8510 -2.0143 -0.6977
C -1.1087 -1.2790 -0.3649
H -2.4530 -0.1644 0.8732
```

Computed properties:
DFT total energy ... -835.5225 a.u.
Net charge ... +2
HOMO level (alpha / beta) ... -17.70 / -20.69 eV
Spin multiplicity ... 6
Strongest force on any atom ... 2.90 eV/A
Expectation value of S² ... 8.766
Energy above the lowest of the compared OMol25 structures with the same formula, charge and spin ... 0.0000 eV